*a*
The following is a DFT calculation (ωB97M-V/def2-TZVPD) of C5H9N2P as an isolated structure.

Last column: Löwdin charge in e.
Atoms and positions in Å:
C  -2.0189  -1.9084  -0.6233  -0.092
C  -0.8464  -2.6726  -0.5466  -0.095
C  -1.6972  -0.6820  -0.1711  -0.124
C  0.1305  -1.8443  -0.1207  -0.115
C  1.6138  2.7513  0.4729  -0.401
N  -0.4334  -0.6404  0.2184  -0.287
N  0.2004  0.4433  0.6140  -0.298
P  1.4778  1.1116  -0.2843  0.771
H  -2.8254  -2.3841  -1.0676  0.079
H  -0.7848  -3.5301  -1.0579  0.061
H  -2.3640  0.2081  -0.1931  0.135
H  1.1098  -2.1035  0.2541  0.108
H  2.2791  3.5048  0.0731  0.033
H  2.0040  2.6562  1.4801  0.013
H  0.6211  3.2037  0.5476  0.032
H  0.7770  0.0330  1.6990  0.225
H  0.7565  1.8534  -1.2948  -0.046

highest occupied orbital energy	-8.37	eV
total charge	0

---

*b*
The following is a DFT calculation (ωB97M-V/def2-TZVPD) of a 2-piece molecular cluster, C5H9N2P overall.

Last column: Löwdin charge in e.
Atoms and positions in Å:
C  3.3588  -0.1342  0.0870  -0.378
C  0.9967  0.0845  0.0984  -0.434
C  -1.7211  1.1924  -0.6047  -0.168
C  -1.7338  -1.2814  -0.1202  -0.131
C  -1.3727  0.1161  0.3192  -0.241
N  2.7451  -1.2386  0.3411  -0.061
N  1.3990  -1.0784  0.3311  -0.101
P  2.2213  1.3139  -0.2510  0.890
H  4.3545  -0.0380  0.2639  0.020
H  -1.2211  2.0658  -0.2370  0.060
H  -2.7993  1.3240  -0.5617  0.071
H  -1.6881  0.7765  -1.7255  0.139
H  -2.6524  -1.1523  -0.6819  0.067
H  -1.9207  -1.8001  0.8522  0.084
H  -0.9262  -1.7851  -0.7164  0.084
H  -1.4785  0.2842  1.4783  0.138
H  2.4386  1.3507  1.1271  -0.040

highest occupied orbital energy	-8.27	eV
total charge	0

---

The relative energies come out as *a* 0.000; *b* 2.173, with values in eV.

---

*a*
The following is a DFT calculation (ωB97M-V/def2-TZVPD) of a 3-piece molecular cluster, C2H9N4 overall.

Last column: Löwdin charge in e.
Atoms and positions in Å:
C  3.2696  0.4767  -0.2396  -0.033
C  0.3176  -0.3026  0.2794  -0.217
N  4.3394  0.1317  0.0956  0.086
N  0.4162  -1.1842  -0.6771  0.211
N  -0.5065  0.7426  0.3327  0.175
N  -3.1520  0.4100  -0.0408  0.005
H  0.8490  -0.4855  1.0904  0.092
H  5.2789  -0.0584  0.2424  0.058
H  -0.1629  -1.1267  -1.4553  0.112
H  0.9539  -2.0648  -0.5224  0.173
H  -0.4365  1.5893  0.9279  0.171
H  -0.9078  0.8864  -0.5609  0.089
H  -3.4544  1.2192  0.4090  -0.009
H  -2.8210  -0.2572  0.6680  0.028
H  -3.9835  0.0234  -0.5494  0.059

highest occupied orbital energy	-13.78	eV
total charge	+1

---

*b*
The following is a DFT calculation (ωB97M-V/def2-TZVPD) of a 2-piece molecular cluster, C2H9N4 overall.

Last column: Löwdin charge in e.
Atoms and positions in Å:
C  0.0667  -0.2276  1.3705  -0.560
C  0.5776  0.2094  -1.6234  -0.012
N  -0.6488  -0.0011  2.4893  0.170
N  0.7090  -1.4067  1.2827  0.172
N  -0.3223  0.8154  -2.3573  0.107
N  0.1153  0.6268  0.3935  0.096
H  0.4855  -0.8562  -1.4916  0.101
H  1.5501  0.6649  -1.5262  0.113
H  -0.5324  -0.5833  3.3031  0.118
H  -1.1072  0.8823  2.6235  0.118
H  0.7268  -2.0173  2.0793  0.117
H  1.3889  -1.5592  0.5613  0.108
H  -1.2171  0.3847  -2.5459  0.134
H  -0.2362  1.7941  -2.5897  0.132
H  -0.4064  1.4814  0.4909  0.086

highest occupied orbital energy	-13.65	eV
total charge	+1

---

*c*
The following is a DFT calculation (ωB97M-V/def2-TZVPD) of C2H9N4 as an isolated structure.

Last column: Löwdin charge in e.
Atoms and positions in Å:
C  -0.5029  0.4075  -0.2549  -0.404
C  0.3554  -0.8560  -0.0076  -0.323
N  0.1885  1.2578  -1.1833  0.021
N  0.7702  -1.4890  -1.0706  0.239
N  0.6080  -1.1308  1.2436  0.238
N  -0.8224  0.9364  1.0725  0.047
H  -1.7222  0.0384  -0.6990  0.251
H  -0.5018  2.0806  -1.4323  0.141
H  0.8502  1.9634  -0.6557  0.139
H  0.7569  -2.4971  -0.9354  0.156
H  0.7139  -1.1641  -1.9520  0.084
H  0.1999  -0.4748  1.9232  0.129
H  1.0876  -1.9714  1.4682  0.138
H  -0.2619  1.7605  1.2004  0.094
H  -1.7194  1.1386  1.2829  0.049

highest occupied orbital energy	-14.35	eV
total charge	+1

---

The relative energies come out as *a* 1.555; *b* 0.000; *c* 1.052, with values in eV.

---

*a*
The following is a DFT calculation (ωB97M-V/def2-TZVPD) of one molecule with the formula C7H9BO3.

Last column: Löwdin charge in e.
Atoms and positions in Å:
B  -0.0838  -1.4506  1.9147  -1.024
C  0.1733  2.2781  -1.9661  -0.088
C  -0.2177  1.1259  -2.5998  -0.068
C  0.5826  2.1837  -0.6781  -0.075
C  -0.2081  -0.0835  -1.9141  -0.017
C  0.6046  1.0017  0.0587  0.024
C  0.0797  -0.1369  -0.5666  -0.262
C  0.0836  -1.4225  0.0946  0.305
O  0.3128  -2.7787  2.2123  0.031
O  0.7246  -0.4070  2.4469  0.050
O  -1.5754  -1.1480  1.9912  0.079
H  0.0305  3.3299  -2.4306  0.151
H  -0.6494  1.3062  -3.5741  0.106
H  0.7632  3.1677  -0.1282  0.136
H  -0.5089  -1.1473  -2.1965  0.140
H  0.7358  0.9922  1.0850  0.080
H  -0.4473  -2.2995  -0.3596  0.117
H  -0.4336  -3.5013  2.3974  0.159
H  1.6390  -0.7632  2.4630  0.117
H  -1.6057  -0.2471  1.7501  0.039

highest occupied orbital energy	-9.06	eV
total charge	0

---

*b*
The following is a DFT calculation (ωB97M-V/def2-TZVPD) of C7H9BO3 as an isolated structure.

Last column: Löwdin charge in e.
Atoms and positions in Å:
B  -2.5070  0.2224  -0.1132  -0.633
C  1.1810  2.2405  0.0395  -0.042
C  1.8272  1.0735  -0.0406  -0.056
C  -0.2553  2.4295  0.0748  -0.251
C  1.2314  -0.2950  -0.0311  -0.150
C  -1.0626  -1.5367  0.2782  -0.141
C  -1.0413  0.7270  -0.4244  0.024
C  -0.2233  -0.2569  0.3995  -0.314
O  -0.9065  3.3919  0.3164  0.116
O  -2.4138  -1.1025  0.2764  0.082
O  -3.6806  0.8503  -0.2158  0.219
H  1.7518  3.1632  0.0561  0.114
H  2.9081  1.0920  -0.1032  0.110
H  1.3239  -0.7166  -1.0394  0.133
H  1.8177  -0.9324  0.6365  0.124
H  -0.8563  -2.0462  -0.6727  0.134
H  -0.9221  -2.2429  1.1012  0.131
H  -0.7744  0.7115  -1.4803  0.127
H  -0.2692  0.0666  1.4470  0.160
H  -4.4438  0.3186  0.0168  0.112

highest occupied orbital energy	-8.69	eV
total charge	0

---

The relative energies come out as *a* 1.695; *b* 0.000, with values in eV.

---

*a*
The following is a DFT calculation (ωB97M-V/def2-TZVPD) of C23H31N5O4ReS4 as an isolated structure.

Last column: Löwdin charge in e.
Atoms and positions in Å:
Re  -0.0613  1.0144  -0.4231  1.483
C  3.7007  4.2811  1.6933  0.006
N  3.4597  2.8477  1.3077  -0.102
C  4.2025  1.8334  2.0913  0.015
C  2.4647  2.6265  0.4421  -0.382
N  1.9379  1.4594  0.2243  0.020
N  2.0525  3.6318  -0.4362  0.175
C  0.9565  3.7422  -1.2434  -0.465
N  0.9060  4.7795  -2.0735  0.208
N  -0.0076  2.8845  -1.1489  -0.039
H  4.5818  4.3232  2.3046  0.085
H  2.8752  4.6894  2.2432  0.095
H  3.9072  4.9125  0.8131  0.088
H  4.8867  2.4692  2.6815  0.097
H  4.8755  1.2838  1.4700  0.095
H  3.5458  1.2273  2.7142  0.102
H  2.4068  0.7278  0.7429  0.078
H  2.7622  4.3676  -0.5892  0.155
H  1.6280  5.4786  -2.0026  0.129
H  0.0948  4.8969  -2.6875  0.150
H  -0.8785  3.1849  -1.6671  0.145
O  -1.3423  0.5421  -1.4650  -0.506
S  -7.8858  -1.3523  -0.5078  1.211
C  -7.0256  -2.0182  -1.9449  -0.388
C  -5.4869  -2.1048  -1.7126  -0.198
C  -5.1571  -1.7238  -0.2501  -0.215
C  -6.3475  -1.0560  0.4597  -0.343
H  -7.3179  -1.3915  -2.8614  0.132
H  -7.4575  -3.0379  -2.0724  0.110
H  -4.9518  -1.4010  -2.4103  0.140
H  -5.1678  -3.1295  -1.8717  0.097
H  -4.3036  -1.1040  -0.1651  0.106
H  -4.9298  -2.6664  0.2372  0.109
H  -6.2361  0.0319  0.5149  0.105
H  -6.4088  -1.4629  1.4813  0.111
O  0.5569  -0.5658  0.3966  -0.378
C  1.1334  -1.6977  -0.2452  -0.512
C  1.6884  -1.4329  -1.6350  -0.422
C  2.5917  -2.1837  -2.3559  -0.132
C  3.2130  -1.4378  -3.4032  -0.160
C  2.6729  -0.2097  -3.6067  -0.347
S  1.2412  -0.0186  -2.6169  1.002
C  -0.0127  -2.7625  -0.3395  -0.395
C  -0.5182  -3.5922  0.6716  -0.127
C  -1.7734  -4.1352  0.3937  -0.187
C  -2.2754  -3.7850  -0.8302  -0.425
S  -1.1693  -2.7947  -1.6569  1.047
C  2.2146  -2.3071  0.7216  -0.427
C  3.5134  -2.7291  0.4603  -0.098
C  4.2223  -3.0141  1.6749  -0.189
C  3.4832  -2.8780  2.7910  -0.391
S  1.9528  -2.1668  2.4314  1.048
H  2.6587  -3.3013  -2.2784  0.156
H  4.0224  -1.8539  -4.0940  0.147
H  2.9954  0.6012  -4.2048  0.060
H  0.0568  -3.7100  1.6323  0.093
H  -2.3260  -4.8518  1.0162  0.118
H  -3.1995  -4.0828  -1.2101  0.035
H  3.9554  -2.8258  -0.5368  0.100
H  5.2930  -3.2638  1.6295  0.118
H  3.6935  -3.2421  3.8028  0.085
C  -1.3703  3.2858  3.0362  -0.057
O  -0.5913  2.7767  1.9280  -0.163
C  -1.2135  1.7756  1.1678  -0.491
O  -2.3233  1.3328  1.4887  0.000
H  -0.8073  4.1548  3.3237  0.081
H  -1.5005  2.5541  3.8722  0.112
H  -2.3569  3.5742  2.6868  0.087

highest occupied orbital energy (alpha / beta)	-12.04 / -12.54	eV
expectation value of S²	3.766
total charge	+2
2S+1	4

---

*b*
The following is a DFT calculation (ωB97M-V/def2-TZVPD) of C23H31N5O4ReS4 as an isolated structure.

Last column: Löwdin charge in e.
Atoms and positions in Å:
Re  0.5333  0.1972  0.4016  1.456
C  2.4198  4.5337  0.0221  0.025
N  1.0665  4.3556  0.6001  -0.107
C  0.5665  5.4362  1.4275  -0.017
C  0.3922  3.1983  0.5428  -0.350
N  0.7060  2.2133  -0.2934  -0.009
N  -0.8110  3.0858  1.2643  0.169
C  -0.9181  2.0228  2.1399  -0.421
N  -2.0911  1.8437  2.8249  0.220
N  0.0265  1.1100  2.1751  -0.017
H  3.1914  4.1309  0.7090  0.120
H  2.5632  5.6051  -0.1189  0.102
H  2.4760  4.0410  -0.9364  0.087
H  0.7216  6.4373  0.9604  0.119
H  1.0958  5.5025  2.4030  0.120
H  -0.5199  5.3015  1.6132  0.084
H  1.5112  2.4069  -0.9019  0.063
H  -1.3160  3.9412  1.5138  0.146
H  -2.7745  2.5968  2.8093  0.132
H  -2.1116  1.2017  3.6086  0.134
H  0.0243  0.4354  2.9592  0.114
O  0.6522  -1.4493  1.4047  -0.716
S  0.3066  -2.7789  2.3451  1.177
C  2.0955  -3.0367  2.6073  -0.267
C  2.5393  -4.1627  1.6371  -0.189
C  1.5341  -4.3265  0.4858  -0.208
C  0.1203  -4.0604  1.0323  -0.288
H  2.2904  -3.2885  3.6462  0.103
H  2.5562  -2.0957  2.4208  0.052
H  2.6254  -5.1192  2.1680  0.122
H  3.5373  -3.9488  1.2068  0.132
H  1.5825  -5.3518  0.0749  0.137
H  1.7315  -3.5538  -0.2845  0.100
H  -0.4208  -4.9233  1.5329  0.127
H  -0.5895  -3.6316  0.2719  0.077
O  -1.4589  0.1387  0.0227  -0.337
C  -1.7456  -0.3678  -1.2773  -0.547
C  -2.8693  -1.3585  -1.1900  -0.494
C  -3.6619  -1.6799  -2.2575  -0.129
C  -4.6207  -2.6454  -1.9213  -0.158
C  -4.4967  -3.1095  -0.6434  -0.407
S  -3.3401  -2.2384  0.2419  1.050
C  -2.2542  0.8380  -2.0976  -0.433
C  -3.5511  1.2926  -2.1369  -0.115
C  -3.7202  2.5337  -2.8295  -0.155
C  -2.5413  2.9234  -3.3488  -0.422
S  -1.2087  1.8580  -3.0867  1.013
C  -0.4762  -1.1159  -1.7938  -0.426
C  -0.4141  -2.3417  -2.3335  -0.078
C  0.8798  -2.6503  -2.8679  -0.121
C  1.8077  -1.7175  -2.5837  -0.238
S  1.0560  -0.2661  -1.7816  0.985
H  -3.5757  -1.2613  -3.2290  0.127
H  -5.3808  -3.0204  -2.6018  0.119
H  -5.1724  -3.8089  -0.1442  0.083
H  -4.3732  0.7548  -1.6477  0.130
H  -4.6985  3.0205  -2.9667  0.125
H  -2.3893  3.8880  -3.8690  0.087
H  -1.2583  -3.0200  -2.3962  0.136
H  1.0803  -3.5458  -3.4420  0.132
H  2.8420  -1.7143  -2.9195  0.096
C  4.5587  -0.1757  1.6574  -0.065
O  3.1271  -0.1008  1.7726  -0.177
C  2.5589  0.4801  0.6299  -0.573
O  3.2488  1.0953  -0.1950  -0.045
H  4.8903  -0.7742  2.5430  0.108
H  5.0322  0.8384  1.7319  0.108
H  4.8121  -0.6184  0.6877  0.096

highest occupied orbital energy (alpha / beta)	-13.06 / -13.06	eV
expectation value of S²	3.768
total charge	+2
2S+1	4

---

The relative energies come out as *a* 1.443; *b* 0.000, with values in eV.